A single C4H8O3 molecule, computed with wB97M-V/def2-TZVPD.

Output
- Largest force on an atom: 0.451 eV/A
- Structure (SMILES): COC(=O)CCO
- E_tot: -382.92910 Eh
- HOMO level: -0.3847 hartree
- Frontier orbital gap: 11.325 eV
- Energy above the lowest of the compared OMol25 structures with the same formula, charge and spin: 93.8 kJ/mol

The geometry in ORCA input format:
```
! RIJCOSX wB97M-V def2-TZVPD def2/J DEFGRID3
* xyz 0 1
C -2.855 0.131 -0.110
O -1.586 -0.028 0.519
C -0.525 -0.075 -0.304
O -0.592 0.087 -1.501
C 0.730 -0.406 0.457
C 1.995 0.149 -0.186
O 2.929 0.327 0.865
H -3.219 -0.842 -0.445
H -3.519 0.532 0.652
H -2.795 0.796 -0.972
H 0.662 -0.023 1.477
H 0.784 -1.499 0.531
H 2.382 -0.542 -0.947
H 1.764 1.099 -0.689
H 3.819 0.315 0.500
*
```

Atomic partial charges in e from the Löwdin method, atoms 1 to 4:
1 C -0.048
2 O -0.039
3 C -0.500
4 O 0.106

***

A molecular structure, C23H20N6ORuS, computed with wB97M-V/def2-TZVPD.

Output
- <S²>: 6.031
- Largest force on an atom: 0.505 eV/A
- E_tot: -1784.81467 Eh
- HOMO level (alpha / beta): -0.5382 / -0.5356 hartree
- Frontier orbital gap (alpha / beta): 7.619 / 6.017 eV
- Energy above the lowest of the compared OMol25 structures with the same formula, charge and spin: 19.7 kJ/mol

The geometry in ORCA input format:
```
! RIJCOSX wB97M-V def2-TZVPD def2/J DEFGRID3
* xyz 2 5
Ru -0.152 0.086 -0.014
C -2.201 0.358 -2.505
N -2.337 0.536 -1.056
C -2.782 1.850 -0.579
C -2.323 1.976 0.838
N -1.299 1.296 1.309
C -1.167 1.626 2.666
C -0.293 1.162 3.646
C -0.442 1.684 4.913
C -1.434 2.636 5.206
C -2.313 3.086 4.244
C -2.156 2.553 2.971
N -2.872 2.740 1.786
C -1.163 -0.694 -2.728
N -0.257 -0.993 -1.822
C 0.554 -2.007 -2.354
C 1.625 -2.709 -1.809
C 2.196 -3.684 -2.598
C 1.719 -3.957 -3.892
C 0.650 -3.274 -4.431
C 0.078 -2.296 -3.628
N -1.013 -1.444 -3.823
H -1.871 1.297 -2.952
H -3.139 0.077 -2.987
H -2.906 -0.200 -0.654
H -3.863 1.986 -0.644
H -2.314 2.625 -1.187
H 0.449 0.404 3.429
H 0.208 1.343 5.708
H -1.517 3.017 6.215
H -3.088 3.806 4.473
H -3.685 3.326 1.671
H 1.976 -2.510 -0.803
H 3.023 -4.266 -2.211
H 2.198 -4.732 -4.478
H 0.277 -3.495 -5.423
H -1.609 -1.422 -4.636
S 0.741 1.911 -1.117
C 2.067 1.076 -0.313
C 3.020 0.336 -1.038
C 4.042 -0.294 -0.362
C 4.125 -0.218 1.033
C 3.192 0.504 1.759
C 2.172 1.171 1.094
H 2.943 0.271 -2.117
H 4.787 -0.849 -0.918
H 4.937 -0.715 1.549
H 3.276 0.580 2.836
H 1.503 1.832 1.631
O -1.774 -3.409 1.753
C -1.201 -2.481 1.367
N -0.589 -1.500 0.980
*
```

Atomic partial charges in e from the Löwdin method, atoms 1 to 4:
1 Ru 1.338
2 C -0.094
3 N -0.098
4 C -0.098

***

A molecular structure, C40H37BrN7NiOS5, computed with wB97M-V/def2-TZVPD.

Output
- Largest force on an atom: 0.491 eV/A
- E_tot: -8077.98664 Eh
- HOMO level (alpha / beta): -0.3151 / -0.3158 hartree
- Frontier orbital gap (alpha / beta): 6.090 / 6.109 eV
- Energy above the lowest of the compared OMol25 structures with the same formula, charge and spin: 0.0 kJ/mol

The geometry in ORCA input format:
```
! RIJCOSX wB97M-V def2-TZVPD def2/J DEFGRID3
* xyz 1 1
Ni 1.192 0.299 0.258
Br -5.958 3.673 -2.264
C -4.620 2.640 -1.394
C -3.635 3.433 -0.674
C -2.394 3.088 -0.299
C -1.621 1.880 -0.558
C -2.245 0.745 -1.372
C -4.700 1.314 -1.474
N -0.345 1.828 -0.313
C 0.388 2.948 0.005
C 1.762 2.878 -0.213
C 2.594 4.035 -0.164
C 3.907 3.947 -0.500
C 4.442 2.702 -0.894
C 3.616 1.617 -0.854
N 2.312 1.662 -0.507
H -3.978 4.418 -0.380
H -1.897 3.834 0.305
H -1.205 -0.559 -0.400
H -5.501 0.865 -2.046
H -0.053 3.936 0.030
H 2.152 4.978 0.127
H 4.536 4.827 -0.474
H 5.469 2.595 -1.206
H 4.007 0.650 -1.117
N 0.497 2.429 3.155
C 0.305 1.107 3.319
N 0.270 0.252 2.331
C 0.104 -1.031 2.807
C 0.032 -1.167 4.149
S 0.170 0.384 4.892
C -0.044 -2.066 1.785
C -0.441 -3.348 1.939
S -0.629 -4.099 0.397
C -0.146 -2.631 -0.361
N 0.155 -1.664 0.470
N -0.004 -2.521 -1.719
H 0.455 2.787 2.201
H 0.328 3.060 3.918
H -0.103 -2.059 4.735
H -0.702 -3.868 2.844
H -0.539 -3.188 -2.256
H -0.171 -1.567 -2.033
C 5.203 -2.868 -0.538
N 3.738 -3.075 -0.700
C 3.172 -2.211 -1.771
C 2.944 -2.910 0.602
C 3.305 -1.683 1.386
C 4.264 -1.907 2.389
C 4.730 -0.890 3.191
C 4.234 0.388 2.981
C 3.284 0.612 2.001
C 2.761 -0.401 1.174
H 5.691 -3.135 -1.472
H 5.565 -3.493 0.273
H 5.375 -1.822 -0.299
H 3.594 -4.042 -0.989
H 3.118 -1.206 -1.369
H 2.169 -2.560 -2.002
H 3.815 -2.255 -2.646
H 3.158 -3.810 1.178
H 1.913 -2.926 0.276
H 4.626 -2.917 2.553
H 5.452 -1.089 3.972
H 4.580 1.214 3.590
H 2.921 1.626 1.894
O -1.396 -0.378 -1.329
C -3.702 0.366 -0.834
C -3.769 0.441 0.692
C -3.050 -0.317 1.570
C -3.414 -0.112 2.925
C -4.437 0.779 3.046
S -4.949 1.364 1.530
C -4.104 -1.064 -1.193
C -3.624 -1.955 -2.110
C -4.383 -3.156 -2.180
C -5.429 -3.160 -1.312
S -5.504 -1.711 -0.415
C -2.256 1.208 -2.823
C -1.556 2.267 -3.327
C -1.737 2.455 -4.724
C -2.572 1.529 -5.262
S -3.135 0.424 -4.089
H -2.327 -1.057 1.262
H -2.956 -0.618 3.762
H -4.923 1.116 3.947
H -2.746 -1.783 -2.710
H -4.155 -3.976 -2.846
H -6.157 -3.936 -1.148
H -0.932 2.909 -2.724
H -1.271 3.247 -5.291
H -2.892 1.433 -6.287
*
```

Atomic partial charges in e from the Löwdin method, atoms 1 to 4:
1 Ni 0.528
2 Br 0.781
3 C -0.691
4 C -0.134

***

A single C4H4O3 molecule at a distorted geometry, computed with wB97M-V/def2-TZVPD.

Output
- Largest force on an atom: 4.716 eV/A
- Structure (SMILES): O=C1OC=CCO1
- E_tot: -380.49352 Eh
- HOMO level: -0.3459 hartree
- Frontier orbital gap: 10.057 eV
- Energy above the lowest of the compared OMol25 structures with the same formula, charge and spin: 140.5 kJ/mol

The geometry in ORCA input format:
```
! RIJCOSX wB97M-V def2-TZVPD def2/J DEFGRID3
* xyz 0 1
O 2.830 -0.031 0.178
C 1.644 -0.052 -0.076
O 1.052 1.197 -0.192
C -0.297 1.299 -0.086
C -1.132 0.234 0.130
C -0.521 -1.059 0.019
O 0.820 -1.125 -0.310
H -0.502 2.398 -0.133
H -2.248 0.435 0.264
H -1.063 -1.710 -0.813
H -0.581 -1.585 1.019
*
```

Atomic partial charges in e from the Löwdin method, atoms 1 to 4:
1 O 0.159
2 C -0.455
3 O 0.058
4 C -0.101